[1]
{
  "formula": "C5H8O2",
  "method": "ωB97M-V with the def2-TZVPD basis set",
  "species": ["O", "C", "C", "C", "O", "C", "C", "H", "H", "H", "H", "H", "H", "H", "H"],
  "xyz": [[-2.394, 0.404, -0.397], [-1.468, -0.216, 0.319], [-0.189, -0.668, -0.393], [1.145, -1.072, -0.096], [1.881, 0.170, -0.079], [1.038, 1.364, -0.162], [-0.342, 0.576, 0.479], [-3.257, -0.275, -0.369], [-1.772, -0.789, 1.291], [-0.242, -0.389, -1.401], [1.242, -1.417, 0.866], [1.779, -1.707, -0.745], [1.548, 2.096, 0.453], [0.929, 1.617, -1.217], [0.100, 0.306, 1.452]],
  "atomic_forces_ev_per_a": [[-6.402, -3.119, -1.306], [-0.797, -2.015, 2.510], [-1.992, -0.230, -0.279], [2.265, -0.109, -0.711], [0.849, 1.822, -0.267], [-1.657, -2.994, 0.437], [6.728, 2.599, 1.151], [3.111, 2.862, -0.632], [0.168, 1.054, -1.823], [-0.556, 0.573, -1.487], [0.141, -1.377, 2.433], [-1.014, 0.004, -0.135], [-0.453, 0.259, 0.083], [-0.285, 0.420, 0.238], [-0.105, 0.251, -0.213]],
  "relative_energy_kcal_mol": 132.0,
  "total_charge": 0,
  "gap_ev": 9.57,
  "energy_ev": -9404.1089,
  "e_homo_ev": -9.041
}

***

[2]
{
  "formula": "C4H5NO",
  "method": "ωB97M-V with the def2-TZVPD basis set",
  "species": ["C", "C", "C", "O", "C", "N", "H", "H", "H", "H", "H"],
  "xyz": [[-0.971, -0.315, -0.271], [-0.087, 0.837, -0.708], [1.111, 0.628, 0.235], [2.099, 1.257, 0.486], [0.650, -0.711, 0.886], [0.835, -1.702, 1.587], [-0.286, -1.517, 0.851], [-1.217, -1.046, -1.049], [-1.860, -0.032, 0.303], [-0.520, 1.835, -0.566], [0.244, 0.767, -1.754]],
  "atomic_forces_ev_per_a": [[0.071, -0.291, 0.231], [0.117, 0.076, 0.027], [0.684, 0.595, 0.047], [-0.952, -0.608, -0.246], [0.155, -0.485, 0.331], [-0.663, 1.155, -1.037], [0.063, -0.361, 0.242], [0.107, 0.185, 0.217], [0.255, -0.052, -0.117], [0.157, -0.222, 0.023], [0.006, 0.007, 0.283]],
  "relative_energy_kcal_mol": 115.7,
  "total_charge": 0,
  "gap_ev": 8.35,
  "energy_ev": -7761.5102,
  "e_homo_ev": -8.703
}

***

[3]
{
  "formula": "C32H46BrCdN3P2",
  "method": "ωB97M-V with the def2-TZVPD basis set",
  "species": ["N", "C", "C", "C", "C", "C", "C", "Cd", "P", "C", "C", "C", "C", "C", "C", "C", "Br", "H", "H", "H", "H", "H", "H", "H", "H", "H", "H", "P", "C", "C", "H", "H", "H", "H", "H", "C", "C", "H", "H", "H", "H", "H", "C", "C", "H", "H", "H", "H", "H", "C", "C", "H", "H", "H", "H", "H", "C", "C", "H", "H", "H", "H", "H", "C", "C", "H", "H", "H", "H", "H", "N", "C", "N", "C", "C", "C", "C", "C", "C", "H", "H", "H", "H", "H", "H"],
  "xyz": [[-7.061, 5.536, -5.782], [-6.669, 6.100, -4.628], [-5.905, 5.443, -3.658], [-5.500, 4.104, -3.867], [-5.916, 3.515, -5.086], [-6.678, 4.262, -5.987], [-4.700, 3.419, -2.853], [0.186, -0.205, 1.132], [6.398, -1.146, 0.072], [-3.495, 2.819, -3.050], [-2.676, 2.132, -2.054], [-1.562, 1.371, -2.484], [-0.742, 0.695, -1.573], [-0.991, 0.748, -0.183], [-2.107, 1.508, 0.247], [-2.929, 2.182, -0.661], [1.677, -1.411, 2.804], [-5.142, 3.409, -1.849], [-3.062, 2.838, -4.059], [-5.619, 5.964, -2.737], [-5.649, 2.482, -5.332], [-6.984, 7.141, -4.465], [-7.003, 3.807, -6.933], [-1.343, 1.315, -3.557], [-3.782, 2.756, -0.283], [0.111, 0.119, -1.952], [-2.337, 1.574, 1.317], [-0.270, -2.252, 0.114], [5.809, 0.634, 0.207], [6.858, 1.656, -0.247], [5.480, 0.840, 1.245], [4.909, 0.709, -0.433], [6.684, 2.639, 0.226], [7.881, 1.337, 0.024], [6.832, 1.793, -1.342], [5.531, -1.570, -1.540], [6.171, -2.729, -2.316], [5.569, -0.647, -2.150], [4.461, -1.778, -1.340], [5.884, -2.695, -3.382], [7.273, -2.689, -2.257], [5.849, -3.708, -1.919], [5.230, -1.932, 1.322], [5.897, -2.304, 2.654], [4.736, -2.811, 0.863], [4.435, -1.185, 1.508], [5.331, -3.101, 3.170], [6.929, -2.668, 2.509], [5.947, -1.430, 3.326], [-0.208, -3.638, 1.352], [-1.360, -4.651, 1.392], [-0.137, -3.114, 2.321], [0.765, -4.138, 1.183], [-2.289, -4.176, 1.750], [-1.561, -5.111, 0.411], [-1.113, -5.463, 2.100], [0.843, -2.741, -1.294], [0.281, -2.735, -2.722], [1.197, -3.753, -1.031], [1.734, -2.093, -1.206], [-0.199, -3.698, -2.967], [-0.459, -1.935, -2.884], [1.103, -2.584, -3.444], [-1.999, -2.150, -0.564], [-3.140, -1.663, 0.339], [-2.210, -3.176, -0.917], [-1.896, -1.540, -1.480], [-3.886, -1.082, -0.230], [-3.662, -2.492, 0.841], [-2.734, -0.999, 1.123], [-2.155, -0.544, 4.769], [-1.799, -0.894, 3.512], [-0.868, -0.055, 2.978], [-0.616, 0.817, 3.971], [0.311, 1.855, 3.999], [0.419, 2.600, 5.190], [-0.395, 2.292, 6.307], [-1.322, 1.236, 6.244], [-1.396, 0.522, 5.051], [-2.835, -1.031, 5.394], [-2.192, -1.770, 3.021], [0.938, 2.071, 3.142], [1.136, 3.408, 5.256], [-0.297, 2.864, 7.220], [-1.940, 0.977, 7.094]],
  "atomic_forces_ev_per_a": [[0.501, -0.568, 0.562], [0.042, -0.166, -0.098], [-0.005, -0.453, 0.027], [-0.787, 0.921, -1.305], [0.355, 0.161, 0.463], [-0.086, 0.331, 0.052], [1.209, -0.940, 0.601], [1.793, 0.632, 1.724], [-4.625, 0.836, -0.206], [-1.103, 0.607, -0.622], [0.393, -0.470, 0.764], [0.032, 0.126, 0.197], [-0.196, 0.062, 0.159], [-1.448, 2.222, -2.534], [0.079, -0.305, 0.118], [0.274, -0.136, -0.168], [1.648, 0.039, -0.144], [0.217, 0.084, -0.277], [-0.255, 0.017, 0.329], [-0.145, -0.175, -0.395], [-0.112, 0.375, 0.155], [0.155, -0.499, -0.090], [0.139, 0.226, 0.452], [-0.043, 0.043, 0.467], [0.442, -0.200, -0.107], [-0.333, 0.214, 0.041], [0.035, -0.018, -0.411], [-1.574, -2.609, -1.457], [0.835, 0.521, 0.497], [0.382, 0.389, -0.224], [0.395, -0.367, -0.424], [0.347, -0.420, 0.236], [0.029, -0.487, -0.293], [-0.465, 0.257, -0.059], [0.069, -0.041, 0.480], [0.986, 0.018, -0.813], [0.129, -0.470, -0.193], [0.121, -0.380, 0.329], [0.569, 0.191, 0.436], [0.121, 0.008, 0.533], [-0.504, -0.027, -0.170], [0.189, 0.408, -0.120], [0.561, -0.793, 0.367], [0.215, -0.074, 0.497], [0.557, 0.387, 0.019], [0.366, -0.064, -0.362], [0.221, 0.476, -0.263], [-0.480, 0.030, 0.092], [-0.011, -0.403, -0.276], [0.079, 0.186, 0.388], [-0.225, -0.042, -0.246], [0.076, -0.500, -0.404], [-0.380, 0.301, 0.179], [0.317, -0.217, -0.201], [0.059, 0.128, 0.365], [-0.047, 0.402, -0.326], [0.416, -0.134, 0.351], [-0.147, 0.021, -0.344], [-0.129, 0.359, -0.091], [-0.375, -0.158, -0.082], [0.140, 0.457, 0.159], [0.372, -0.313, -0.027], [-0.385, -0.091, 0.317], [0.277, -0.851, -0.852], [0.209, 0.318, 0.494], [0.003, 0.308, 0.043], [-0.193, -0.199, 0.596], [0.401, -0.307, 0.200], [0.250, 0.237, -0.252], [-0.429, -0.146, -0.396], [-0.941, -1.949, -0.891], [0.680, 0.431, -0.967], [-3.522, -2.135, 1.261], [1.097, 1.407, -0.071], [0.178, 1.000, 1.359], [-0.407, -0.860, -0.824], [-0.587, -0.922, -0.507], [0.921, 1.161, 0.205], [0.135, 1.799, 2.988], [1.012, 0.671, -0.958], [-0.065, 0.092, -0.006], [0.010, 0.033, 0.009], [-0.044, -0.032, -0.010], [-0.009, -0.022, -0.060], [0.014, 0.050, 0.013]],
  "relative_energy_kcal_mol": 39.4,
  "total_charge": 2,
  "gap_ev": [4.62, 3.19],
  "energy_ev": -131567.4931,
  "e_homo_ev": [-12.464, -12.514]
}